# 1
Formula: C2H7FN2
Source: OMol25
Level of theory: wB97M-V/def2-TZVPD

The geometry in XYZ format:
```
12
Properties=species:S:1:pos:R:3:forces:R:3:mulliken_charge:R:1
F -2.129814 -0.013695 0.016765 1.4756 -0.0261 0.1310 -0.769
N 0.103230 -0.976872 1.214472 1.3951 1.0874 -3.4162 -0.472
N 0.297519 -0.708811 -1.151282 0.4342 0.5264 0.6458 -0.403
C 0.307977 1.292425 0.143210 -0.4240 -1.4344 -1.7939 -1.388
C 0.047328 -0.184490 0.064050 -1.1388 -1.4337 0.8192 1.158
H -0.521234 -0.588283 1.870258 -0.8503 -0.3309 1.0723 0.249
H 0.267377 -1.644033 -1.481706 -0.4914 -0.8903 0.7321 0.184
H 0.641556 1.672813 1.056046 0.9974 0.1350 1.3420 0.365
H 0.969401 1.362615 -0.710769 0.7976 1.0657 0.3801 0.306
H 0.214830 -1.965530 1.017221 -0.7514 0.2592 0.6149 0.206
H -0.550795 1.841978 -0.111696 -1.4019 0.3979 -0.3590 0.392
H 0.352626 -0.088113 -1.926568 -0.0423 0.6438 -0.1682 0.172
```
Forces are in eV/Å.

Orbital gap   9.628 eV

---

# 2
Formula: C7H7NO3
Source: OMol25
Level of theory: wB97M-V/def2-TZVPD

The geometry in XYZ format:
```
18
Properties=species:S:1:pos:R:3:forces:R:3:mulliken_charge:R:1
O -0.075232 -1.833639 -2.119251 0.3309 -1.0109 -0.4968 -0.544
O 1.526783 1.534093 -1.246044 0.0381 -0.9657 0.5990 -0.627
O 1.009548 -1.969678 -0.191705 -0.4963 -1.0171 -1.5887 -0.429
N 0.311614 -1.512739 -1.057170 0.5105 1.4039 2.0394 0.819
C 0.989620 -0.072153 1.968895 -0.3941 1.2664 -2.1062 -0.567
C -0.379777 -0.408493 1.889151 -0.9461 1.0450 -1.4894 -0.426
C -1.236598 0.728444 -1.648115 -1.0490 -0.9348 1.0169 -1.129
C 1.015207 0.841410 -0.349265 -0.4038 2.4302 -0.2674 0.383
C -1.006504 -0.086688 0.682789 -1.0426 -1.4702 3.6822 -0.522
C 1.560359 0.629815 0.950281 2.7069 -0.7315 0.7439 -0.352
C -0.362938 0.411331 -0.444411 -1.2365 -1.0123 -2.6249 0.984
H 2.630529 0.889620 1.057022 -0.7116 0.0300 -0.0684 0.295
H -2.061879 -0.370311 0.776135 0.1490 0.5299 -1.0932 0.283
H -1.018903 -0.700402 2.728386 0.6037 -0.2719 -0.2924 0.413
H -0.887455 1.474175 -2.355654 0.1083 0.1630 0.3874 0.306
H -1.422092 -0.215108 -2.213790 0.2728 0.6707 0.2745 0.281
H -2.225383 0.936652 -1.168115 0.6080 0.4167 -0.9053 0.340
H 1.633100 -0.276329 2.740861 0.9518 -0.5414 2.1894 0.493
```
Forces are in eV/Å.

Orbital gap (alpha / beta)   7.317 / 6.979 eV

---

# 3
Formula: C2H41O19
Source: OMol25
Level of theory: wB97M-V/def2-TZVPD

The geometry in XYZ format:
```
62
Properties=species:S:1:pos:R:3:forces:R:3:mulliken_charge:R:1
O -2.672982 0.685879 -2.068999 -0.7231 0.1377 0.1626 -0.828
O 1.516351 -1.557783 -2.466171 0.4098 1.2833 -0.6353 -0.715
O 0.570646 -2.447879 3.227857 2.7866 -0.5059 -1.3602 -0.585
O -1.047761 0.204199 3.201183 0.4864 -0.4661 0.6166 -0.698
O -3.864429 -0.464566 -0.038778 -0.9338 -0.1318 0.5726 -0.816
O -1.574040 -1.802067 -2.213714 -2.1332 -0.5489 -1.4217 -0.829
O 2.592984 1.857071 0.968362 -0.6769 1.2533 -0.1642 -0.625
O -1.918218 2.833832 -0.448358 -1.1396 1.2413 -0.8307 -0.651
O -0.350215 2.978289 2.221037 -0.8749 1.8200 -0.8801 -0.671
O 2.957287 -2.783838 -0.139381 1.2038 0.8235 -0.4921 -0.750
O 1.418869 1.706903 3.939954 1.9530 0.4424 2.0015 -0.617
O -1.882116 -2.633351 1.276738 -1.1800 0.8061 1.8303 -0.804
O 0.296005 -4.586601 -0.650097 0.3463 0.4621 -0.1641 -0.709
O -0.769978 2.205643 -3.510021 -0.2143 1.6516 0.3325 -0.659
O 0.589218 3.367894 -0.543425 0.2046 0.8729 -0.2900 -0.794
O 0.436118 -2.060771 0.028891 0.0240 -0.5412 -0.5621 -0.435
O -2.905578 1.507855 1.650549 0.6779 0.9954 1.0182 -0.840
O 4.445528 -0.347870 0.934628 0.7323 0.6843 0.7497 -0.566
O 1.543984 0.855653 -3.525390 1.1375 -0.3646 -1.6506 -0.698
C 0.741319 -0.802118 0.516405 -0.2411 -1.1683 -0.8724 -0.497
C -0.243441 0.124046 -0.098948 -1.0826 0.9300 0.5843 3.512
H -0.219186 1.015119 0.513724 -0.5305 0.5122 0.1362 -0.807
H 0.040713 3.203536 1.363324 0.9063 -0.5940 -0.2242 0.325
H -0.998212 -2.345678 1.030586 0.9374 -0.4069 -0.9497 0.071
H -2.318051 1.213893 -2.764524 0.7633 1.2497 -0.9566 0.275
H 2.871529 1.823174 0.056302 0.3203 -0.1310 -0.3592 0.334
H 1.578184 0.806971 4.210851 -0.2194 -0.2927 -0.0392 0.329
H -1.645392 0.700345 2.630199 -0.4619 0.2820 -0.2196 0.498
H 1.031867 -1.653854 -1.633189 -0.3334 -0.6413 1.1188 0.197
H -0.097150 0.470584 -1.137840 0.1070 -0.6189 0.2627 -0.124
H -0.294642 -2.508713 3.529354 -2.3622 0.3343 1.1370 0.289
H 3.450287 -2.113440 -0.682743 -1.3098 -1.2761 0.5929 0.247
H 0.987854 2.551780 -0.219180 -0.3455 -0.0824 0.0009 0.151
H -1.087279 -1.676658 -3.016496 0.5735 -0.0917 -0.6998 0.268
H 4.111221 -0.706331 0.127112 -0.3718 -0.5433 -0.6139 0.209
H 1.067927 -1.725833 3.611933 -0.4857 0.0840 0.4033 0.304
H -2.047547 1.964877 -0.808872 0.5458 -1.8272 -0.3899 0.246
H 0.704854 -0.764881 1.585780 -0.2442 0.0850 0.8158 0.182
H -0.911831 3.788585 2.197739 0.0307 -0.9456 1.0071 0.321
H -3.224089 -0.999823 0.429467 0.3846 -0.5711 0.2738 0.402
H 1.440695 -2.378113 -2.922272 -0.0372 -1.1210 -0.2574 0.253
H 1.523010 -0.073133 -3.187942 -0.0648 0.1186 0.2157 0.494
H -2.275326 -3.151715 0.598572 0.0290 -0.5788 -1.0227 0.299
H -2.451639 -0.196575 -2.380712 0.2168 -1.0156 0.3066 0.296
H -0.710239 3.150342 -3.235030 -0.2374 -0.9887 -0.2840 0.327
H -0.564990 -4.987222 -0.506506 0.0179 0.4725 0.1876 0.285
H 1.778915 -0.658867 0.323276 1.0581 1.1164 -0.4903 -0.621
H -0.386963 3.291374 -0.659186 0.8966 -0.5968 0.1993 0.528
H 2.010028 0.753843 -4.403752 -0.8512 0.3993 1.4861 0.278
H -2.301740 1.963236 1.041295 -0.4357 -0.0490 0.5103 0.433
H -0.993195 -1.533251 -1.539677 1.5386 0.1990 1.9504 0.341
H -1.247680 -0.406496 0.038078 1.2624 1.1279 -0.2855 -0.764
H 0.324346 -3.630821 -0.327279 -0.3893 -1.3100 -0.1200 0.429
H 0.138553 1.901630 -3.343191 0.1879 -0.5830 -0.1937 0.347
H 2.789110 1.001939 1.323257 0.4012 -0.8871 0.3724 0.299
H -2.631063 3.227822 -0.974628 0.0427 0.7272 0.4870 0.313
H 2.009793 -2.490564 0.007750 0.3495 -0.3035 -0.3675 0.120
H 0.894268 1.695933 3.177114 -1.5915 -0.0675 -1.5851 0.358
H -0.602820 -0.428092 2.632806 -0.2231 -0.0950 -0.0466 0.188
H -3.399379 0.881519 1.141411 -0.7176 -0.8310 -0.7490 0.494
H 5.180355 0.223330 0.671657 -0.1988 -0.0778 0.1415 0.287
H -3.404649 -0.040194 -0.760889 0.0788 0.1422 -0.2964 0.577
```
Forces are in eV/Å.

Charge   -1
Orbital gap   8.432 eV

---

Ordered energy above the lowest of the compared OMol25 structures with the same formula, charge and spin results: 41.9; 144.0; 26.1; unit kcal per mole.